1.
Here is a structure of composition C26H21ClF5N2O7S3TeV from the OMol25 dataset. Energies are from ωB97M-V/def2-TZVPD.

The geometry in ORCA input format:
```
! RIJCOSX wB97M-V def2-TZVPD def2/J DEFGRID3
* xyz 0 1
V -1.30372 0.03860 0.12241
C 3.21747 0.03109 1.73562
C 2.86951 -0.96000 0.68132
N 2.33096 -0.59095 -0.41390
N 2.10772 -1.53548 -1.39228
C 1.10254 -2.30024 -1.35935
S -0.12491 -2.50260 -0.05829
S 0.77710 -3.42088 -2.65615
C 2.08587 -2.90609 -3.80607
C 3.47198 -3.23817 -3.31471
C 4.41459 -2.22891 -3.15605
C 5.70100 -2.53193 -2.73129
C 6.05289 -3.84426 -2.45196
C 5.11207 -4.85522 -2.59852
C 3.82946 -4.55215 -3.02796
C 3.10594 -2.40558 0.95666
C 4.35515 -3.00560 0.90257
C 4.47393 -4.36856 1.13499
C 3.35427 -5.13218 1.43327
C 2.09842 -4.54385 1.49496
C 1.99968 -3.18912 1.25375
O 0.77466 -2.52711 1.32975
H 2.96049 1.04249 1.43838
H 4.28862 -0.01854 1.94412
H 2.68939 -0.23681 2.65249
H 1.97544 -1.83796 -3.98970
H 1.84899 -3.44203 -4.72637
H 4.13429 -1.20149 -3.35198
H 6.42725 -1.73691 -2.61727
H 7.05715 -4.08053 -2.12326
H 5.37892 -5.88204 -2.38289
H 3.09618 -5.34343 -3.13636
H 5.22645 -2.41341 0.65347
H 5.44643 -4.83779 1.07468
H 3.45618 -6.19348 1.61607
H 1.20852 -5.11549 1.72232
C -9.24917 7.45614 2.68892
C -8.17644 6.43101 2.42865
O -8.37693 5.25513 2.32838
S -6.55178 7.18216 2.25941
C -5.56756 5.77543 1.82820
C -5.45027 4.69797 2.70036
C -4.65783 3.62009 2.35754
C -3.96138 3.61865 1.14584
C -4.07802 4.70494 0.27770
C -4.88444 5.77676 0.61761
C -3.13669 2.50584 0.80042
C -2.42554 1.55535 0.54382
H -9.99859 7.02359 3.34838
H -9.72354 7.69882 1.73686
H -8.84419 8.37073 3.11849
H -5.98575 4.70442 3.63911
H -4.56645 2.77204 3.02227
H -3.54306 4.69632 -0.66197
H -4.99010 6.61534 -0.05753
O -2.78662 -1.08981 -0.51335
Cl -3.37369 -1.71391 0.76368
O -3.34268 -3.11468 0.61105
O -4.66135 -1.18952 0.96896
O -2.41139 -1.24914 1.75594
F 2.92203 3.24950 -2.70140
Te 2.38959 1.72005 -1.77431
F 3.59472 2.32055 -0.38028
F -0.03938 0.23570 1.29717
F 3.88179 0.74510 -2.29937
F 1.70915 1.06175 -3.45740
O -0.71532 0.43033 -1.24565
*
```

Calculated values
- orbital gap (eV) = 6.755
- HOMO energy (eV) = -9.09
- energy (Ha) = -5005.40085



2.
Here is a structure of composition C51H44BrClN3O8PSTi in a non-equilibrium geometry from the OMol25 dataset. Energies are from ωB97M-V/def2-TZVPD.

The geometry in ORCA input format:
```
! RIJCOSX wB97M-V def2-TZVPD def2/J DEFGRID3
* xyz -2 3
Ti -1.48578 -1.76193 0.25881
O -2.27755 -0.61328 -0.83728
C -2.34456 -0.40253 -2.14472
C -2.95659 0.74418 -2.64537
C -3.07996 0.96596 -4.01159
C -2.60314 0.01219 -4.91096
C -1.97136 -1.11938 -4.44501
C -1.78680 -1.35233 -3.06250
C -1.01346 -2.44580 -2.60172
N -0.65419 -2.62970 -1.33675
C 0.19211 -3.75807 -1.02748
C 0.83184 -3.46582 0.32907
N -0.21596 -2.96423 1.18519
C -0.38124 -3.50600 2.39348
C -1.30624 -3.04663 3.36105
C -1.30446 -3.58025 4.67107
C -2.15368 -3.11189 5.65025
C -3.06023 -2.09688 5.35053
C -3.10168 -1.56297 4.06698
C -2.24685 -2.00358 3.05722
O -2.29447 -1.46465 1.85034
H -3.33430 1.46641 -1.92979
H -3.55476 1.87133 -4.36917
H -2.71662 0.17389 -5.97704
H -1.57919 -1.85368 -5.14135
H -0.63338 -3.13377 -3.36086
H 0.96707 -3.91194 -1.79054
H -0.41538 -4.67312 -0.95219
H 1.59479 -2.69056 0.19387
H 1.31202 -4.36389 0.73985
H 0.27650 -4.32720 2.68799
H -0.60473 -4.38013 4.89321
H -2.11449 -3.53077 6.64990
H -3.73927 -1.72045 6.10696
H -3.80172 -0.77115 3.83284
Cl -2.73406 1.67869 1.47335
C -1.82058 1.44454 2.91717
C -2.35937 1.92990 4.09706
C -1.69803 1.72738 5.29627
C -0.49823 1.04318 5.29521
C 0.05678 0.60289 4.10400
C -0.57089 0.78553 2.86990
P 0.11800 0.17228 1.20831
C 1.83015 -0.13932 1.78910
C 2.91679 0.58828 1.31413
C 4.20364 0.29101 1.73291
C 4.42946 -0.74299 2.62883
C 3.35754 -1.49872 3.08169
C 2.07055 -1.20231 2.66012
C 0.23373 1.88541 0.53081
C 0.58373 2.95796 1.34908
C 0.49685 4.25828 0.87868
C 0.09753 4.50876 -0.42686
C -0.22137 3.44487 -1.25715
C -0.17439 2.14720 -0.77406
H -3.30219 2.46151 4.06922
H -2.12428 2.09680 6.22077
H 0.01741 0.84746 6.22780
H 1.01085 0.09788 4.13841
H 2.76227 1.38162 0.59538
H 5.04133 0.86120 1.34704
H 5.43718 -0.97361 2.95438
H 3.52657 -2.32725 3.75988
H 1.24066 -1.80908 3.00001
H 0.89717 2.77888 2.37046
H 0.72594 5.08393 1.54409
H 0.03175 5.52813 -0.79048
H -0.52885 3.62802 -2.28004
H -0.47863 1.31890 -1.39767
Br -7.21711 0.01532 -2.40902
C -6.40978 -0.75401 -0.86531
C -6.80758 -0.29409 0.37683
C -6.33460 -0.94930 1.50366
C -5.47622 -2.02789 1.37809
C -5.01516 -2.41827 0.12657
C -5.50005 -1.78693 -1.01417
C -4.03477 -3.58759 0.03284
O -4.53671 -4.70694 -0.00487
O -2.76753 -3.36230 0.02406
H -7.47712 0.55044 0.46714
H -6.65264 -0.61865 2.48587
H -5.15705 -2.58314 2.24990
H -5.18226 -2.10514 -1.99858
C 5.30242 5.37560 -1.18166
C 4.97296 4.15600 -1.99512
C 4.23308 4.23959 -3.17115
C 4.04721 3.12575 -3.97269
C 4.60459 1.91509 -3.59280
C 5.25933 1.78670 -2.37408
C 5.43256 2.90390 -1.58288
S 4.62666 0.54912 -4.72301
O 4.03452 0.97688 -5.96700
O 6.00175 0.11677 -4.75947
N 3.77173 -0.74054 -4.16377
C 2.29422 -0.74318 -4.20736
C 1.54861 -0.00272 -3.09261
C 1.94098 -0.47262 -1.67311
O 3.12497 -0.80982 -1.45937
O 1.00008 -0.48661 -0.82504
H 5.05361 6.28924 -1.72162
H 6.36620 5.39371 -0.93737
H 4.74833 5.36871 -0.24425
H 3.81501 5.19360 -3.47019
H 3.50263 3.17533 -4.90649
H 5.63410 0.81740 -2.07261
H 5.94894 2.82150 -0.63289
H 4.04485 -0.93389 -3.18608
H 2.00671 -1.79583 -4.15773
H 2.01221 -0.35653 -5.18705
H 0.47833 -0.15434 -3.22043
H 1.74473 1.07116 -3.13726
*
```

Calculated values
- ⟨S²⟩ = 2.048
- orbital gap (alpha / beta) (eV) = 3.443 / 6.817
- HOMO energy (alpha / beta) (eV) = 0.33 / -3.04
- energy (Ha) = -7359.49754



3.
Here is a cluster of 2 separate species, C2H2ClO4PS in total in a non-equilibrium geometry from the OMol25 dataset. Energies are from ωB97M-V/def2-TZVPD.

The geometry in ORCA input format:
```
! RIJCOSX wB97M-V def2-TZVPD def2/J DEFGRID3
* xyz -2 1
C -1.79943 -0.79788 0.05665
C -0.27586 0.43260 0.70103
O -2.41497 -1.29582 0.97744
O 2.23968 1.54610 -0.22654
O -1.77866 -0.73319 -1.12561
O 1.18091 -0.09780 -1.66853
P 1.43890 0.28772 -0.01430
S 2.16628 -1.34278 0.88505
Cl -0.87637 2.03691 0.27769
H -0.12252 0.23123 1.85989
H 0.24204 -0.26708 -1.72277
*
```

Calculated values
- orbital gap (eV) = 6.428
- HOMO energy (eV) = -0.46
- energy (Ha) = -1578.20572



4.
Here is a structure of composition C35H43ClNdP2Si2 in a non-equilibrium geometry from the OMol25 dataset. Energies are from ωB97M-V/def2-TZVPD.

The geometry in ORCA input format:
```
! RIJCOSX wB97M-V def2-TZVPD def2/J DEFGRID3
* xyz 1 4
C -0.02514 1.56655 0.51905
C 1.32273 1.14466 0.39632
C 1.71348 1.34137 -0.93714
H 1.97456 0.80786 1.22869
C 0.62049 1.89049 -1.65194
C -0.45528 2.03083 -0.75686
H -1.43685 2.51395 -0.93723
H -0.60616 1.66328 1.46079
H 2.72440 1.16688 -1.36058
H 0.66304 2.20544 -2.71706
Nd -0.00952 -0.47145 -0.99864
Si 2.48582 -3.04746 -2.06335
C 3.42021 -3.13343 -0.45351
C 3.69859 -4.42185 0.08365
H 3.27560 -5.32559 -0.39028
C 4.57105 -4.55953 1.15648
H 4.84993 -5.56141 1.46813
C 5.04187 -3.42465 1.83123
H 5.68672 -3.54698 2.71399
C 4.63193 -2.15415 1.41972
H 4.94103 -1.27529 1.98749
C 3.81743 -2.01217 0.28478
H 3.49107 -1.00716 -0.00800
C 2.87675 -1.42971 -2.94303
C 4.17137 -0.89380 -2.86858
H 4.92211 -1.34977 -2.20582
C 4.56751 0.14266 -3.73038
H 5.61700 0.43548 -3.73685
C 3.66061 0.75305 -4.57866
H 3.98197 1.53341 -5.25955
C 2.32704 0.32588 -4.54149
H 1.58528 0.80136 -5.18213
C 1.93585 -0.74336 -3.75054
H 0.89659 -1.14501 -3.85722
H 1.15507 -2.64782 -1.44144
Si 3.77335 -4.37072 -3.59213
C 4.48893 -3.49451 -5.09124
C 5.86102 -3.59323 -5.45220
H 6.52151 -4.29275 -4.90883
C 6.36233 -2.83869 -6.49791
H 7.40972 -2.91423 -6.76301
C 5.52195 -2.00252 -7.24497
H 5.91524 -1.41636 -8.07935
C 4.15448 -1.98204 -6.95466
H 3.47415 -1.35770 -7.54930
C 3.62594 -2.77266 -5.94011
H 2.53858 -2.83318 -5.80644
C 5.25449 -5.10629 -2.67955
C 6.13713 -4.13406 -2.12863
H 5.91535 -3.06185 -2.24503
C 7.23332 -4.54124 -1.40150
H 7.84929 -3.78419 -0.92913
C 7.56321 -5.88471 -1.27914
H 8.45697 -6.18877 -0.73520
C 6.74102 -6.83948 -1.89397
H 7.01311 -7.90349 -1.82386
C 5.58210 -6.46318 -2.58937
H 4.95804 -7.22403 -3.04462
H 3.25160 -5.65612 -4.19656
Cl 1.33804 -4.78514 -2.98793
C -0.02055 -3.61916 1.51990
P -0.20323 -1.79121 1.65331
C 1.08534 -1.40906 2.89391
C -1.74246 -1.69878 2.72121
C -2.70751 -0.58301 2.30664
P -2.70324 -0.27823 0.47227
C -3.91543 -1.53986 -0.08044
C -3.75596 1.18861 0.39178
H -0.82471 -4.00876 0.90488
H -0.04340 -4.07537 2.50594
H 0.95238 -3.83701 1.03315
H 1.00617 -0.35977 3.19636
H 0.93219 -2.05205 3.78624
H 2.08463 -1.60288 2.49439
H -2.19405 -2.67638 2.68171
H -1.39542 -1.49671 3.75023
H -3.76126 -0.85922 2.57762
H -2.48629 0.35455 2.84682
H -4.85004 -1.42338 0.50103
H -4.13285 -1.34916 -1.14190
H -3.53840 -2.55540 0.02549
H -4.80027 0.93122 0.66046
H -3.39002 1.96733 1.12359
H -3.72996 1.61810 -0.60784
*
```

Calculated values
- ⟨S²⟩ = 3.755
- orbital gap (alpha / beta) (eV) = 4.401 / 4.552
- HOMO energy (alpha / beta) (eV) = -8.68 / -8.68
- energy (Ha) = -3642.53826



5.
Here is a structure of composition C28H47BrCaN2OP2 in a non-equilibrium geometry from the OMol25 dataset. Energies are from ωB97M-V/def2-TZVPD.

The geometry in ORCA input format:
```
! RIJCOSX wB97M-V def2-TZVPD def2/J DEFGRID3
* xyz 2 1
N 8.08065 -3.95696 -5.31260
C 7.58426 -4.91053 -4.50751
C 6.43298 -4.70511 -3.70428
C 5.71294 -3.47941 -3.79767
C 6.29615 -2.47869 -4.63786
C 7.48092 -2.75470 -5.34553
C 4.43516 -3.20753 -3.12489
Ca 0.45543 -1.96547 -1.31964
P -4.81206 1.78775 -2.38504
C 3.61387 -2.16926 -3.51597
C 2.81896 -1.31421 -2.66353
C 1.84890 -0.44450 -3.24774
C 1.36715 0.64844 -2.53794
C 1.72758 0.81700 -1.18097
C 2.40231 -0.23305 -0.54579
C 3.04808 -1.24619 -1.25926
Br -1.14393 0.41555 -0.51376
H 4.16672 -3.89646 -2.31600
H 3.63670 -1.86143 -4.58607
H 6.10219 -5.52342 -3.06839
H 5.85115 -1.49526 -4.77815
H 8.10390 -5.86344 -4.50879
H 7.96398 -2.00044 -5.97533
H 1.59595 -0.58238 -4.31310
H 3.79512 -1.90788 -0.79976
H 0.69256 1.38353 -2.97252
H 2.59642 -0.18129 0.52813
P 1.63287 2.34295 -0.21601
C -4.41995 0.00199 -2.41804
C -5.35986 -0.59931 -3.47872
H -4.65699 -0.40112 -1.41702
H -3.34906 -0.15114 -2.63289
H -5.29810 -1.69257 -3.51027
H -6.40135 -0.32532 -3.25125
H -5.14302 -0.21684 -4.48500
C -3.55552 2.65624 -3.37746
C -4.09137 4.05279 -3.70752
H -3.39620 2.06219 -4.28696
H -2.62845 2.67953 -2.78742
H -3.45684 4.54980 -4.44204
H -5.10501 3.99545 -4.11878
H -4.14315 4.68733 -2.81793
C -4.41788 2.32346 -0.69240
C -5.64883 2.17692 0.20419
H -4.11239 3.37730 -0.76357
H -3.57320 1.68833 -0.38541
H -5.40157 2.45429 1.23354
H -6.47934 2.82053 -0.11438
H -6.01572 1.14423 0.22108
C 0.82571 2.20047 1.38879
C 1.09542 3.36202 2.37187
H 1.04671 1.22626 1.85372
H -0.25011 2.18420 1.15553
H 1.92730 3.15820 3.06307
H 1.30104 4.30914 1.83723
H 0.18548 3.52714 2.98109
C 0.86448 3.59499 -1.24660
C 1.71923 3.98033 -2.46074
H 0.69180 4.49079 -0.62936
H -0.12358 3.17474 -1.50860
H 2.62522 4.50130 -2.11957
H 2.02093 3.13439 -3.09114
H 1.16784 4.68334 -3.09650
C 3.39708 2.69734 -0.02967
C 4.11993 1.89160 1.05335
H 3.48753 3.77915 0.15836
H 3.79745 2.48174 -1.02956
H 4.78845 1.13495 0.63758
H 4.75442 2.56705 1.63701
H 3.45823 1.38601 1.76976
C 1.45839 -3.40147 3.19414
N 0.61013 -2.20751 3.08585
C 0.14325 -1.54272 4.30425
C 0.18634 -1.83941 1.89135
O 0.50464 -2.44201 0.81417
H 1.57291 -3.61137 4.26373
H 2.42931 -3.19882 2.73249
H 0.97560 -4.23325 2.67514
H 0.55122 -0.53330 4.40703
H -0.94401 -1.45163 4.31558
H 0.46042 -2.13025 5.16544
H -0.47395 -0.95774 1.81879
*
```

Calculated values
- orbital gap (eV) = 4.543
- HOMO energy (eV) = -11.17
- energy (Ha) = -5213.74069



6.
Here is the molecule C9H9N2O3P in a non-equilibrium geometry from the OMol25 dataset. Energies are from ωB97M-V/def2-TZVPD.

The geometry in ORCA input format:
```
! RIJCOSX wB97M-V def2-TZVPD def2/J DEFGRID3
* xyz 0 1
H 3.31624 2.23616 -2.20420
P 2.78593 0.98036 -2.61251
C 1.80246 0.43168 -1.31019
C 1.68570 1.08835 -0.00579
C 0.37576 2.03003 -0.03213
C -0.71438 1.04491 0.33271
O -1.64164 1.32924 1.25375
N -2.36062 0.19132 1.55951
C -1.83220 -0.74920 0.81310
C -2.28144 -2.15934 1.05883
C -0.73117 -0.31305 0.03586
C 0.02594 -1.10679 -0.78715
C 1.10422 -0.82378 -1.53779
N 1.56861 -1.83088 -2.36803
O 0.87676 -2.78535 -2.47227
O 2.56965 -1.61433 -3.00204
H 1.68651 0.34829 0.80069
H 2.52376 1.75631 0.34877
H 0.34727 2.63717 -0.88979
H 0.62880 2.79059 0.79710
H -1.54933 -2.92198 1.47767
H -3.15325 -2.01240 1.78288
H -2.84150 -2.58796 0.21186
H -0.45583 -2.12645 -0.73449
*
```

Calculated values
- SMILES = [H]/P=C1\CCc2onc(C)c2C=C1[N+](=O)[O-]
- orbital gap (eV) = 7.265
- HOMO energy (eV) = -8.62
- energy (Ha) = -1024.69962



7.
Here is a cluster of 2 separate species, C2H6O3 in total in a non-equilibrium geometry from the OMol25 dataset. Energies are from ωB97M-V/def2-TZVPD.

The geometry in ORCA input format:
```
! RIJCOSX wB97M-V def2-TZVPD def2/J DEFGRID3
* xyz 0 1
C 0.94451 1.83971 0.24888
C -0.31457 1.03888 0.40194
O -1.41704 1.50843 0.39988
O -0.10088 -0.29179 0.57510
H 0.98978 2.58103 1.04974
H 1.14478 2.17877 -0.75790
H 1.78716 1.27744 0.64340
H -0.84970 -0.63069 1.08016
O -1.01742 -3.39514 -1.34108
H -0.56898 -2.68703 -1.82325
H -0.59764 -3.41961 -0.47688
*
```

Calculated values
- SMILES = CC(=O)O.O
- orbital gap (eV) = 11.230
- HOMO energy (eV) = -10.76
- energy (Ha) = -305.52731



8.
Here is a structure of composition C2H3BF6O2PSn in a non-equilibrium geometry from the OMol25 dataset. Energies are from ωB97M-V/def2-TZVPD.

The geometry in ORCA input format:
```
! RIJCOSX wB97M-V def2-TZVPD def2/J DEFGRID3
* xyz 1 1
O 1.43339 -1.66775 2.04881
P 0.60670 -2.21606 0.74919
O -0.86475 -2.76893 1.20332
B 0.47557 -0.89488 -0.67657
F -0.52871 -1.35845 -1.56956
C 0.26134 0.63911 -0.15372
F -0.63492 0.78087 0.90556
F 1.46447 1.06518 0.33694
C -0.12147 1.65804 -1.23792
F -0.42005 2.91066 -0.51821
F -1.20578 1.37665 -1.90083
F 0.84386 1.95680 -2.03227
H 0.94299 -1.90606 2.86085
H -1.57568 -2.32052 0.70719
H 1.51381 -0.92702 -1.27756
Sn -2.19074 3.67235 0.55478
*
```

Calculated values
- orbital gap (eV) = 2.377
- HOMO energy (eV) = -10.04
- energy (Ha) = -1407.84235



Among the records above, which one has the highest energy? C2H6O3